(1)
Computed, not measured: an isolated molecule of C6H12O2, with ωB97M-V with the def2-TZVPD basis set.

Geometry (Å):
1 C -0.52 0.16 -1.58
2 C -0.60 -0.51 -0.23
3 C 0.11 0.81 -0.38
4 C 0.22 -1.76 -0.03
5 C -1.94 -0.53 0.48
6 C 2.07 0.94 0.91
7 O -0.50 1.94 0.16
8 O 1.50 0.88 -0.38
9 H 0.15 -0.26 -2.32
10 H -1.41 0.62 -1.98
11 H 0.34 -1.99 1.03
12 H 1.21 -1.65 -0.48
13 H -0.28 -2.61 -0.50
14 H -1.80 -0.73 1.54
15 H -2.57 -1.31 0.06
16 H -2.44 0.43 0.37
17 H 3.14 1.04 0.76
18 H 1.86 0.03 1.48
19 H 1.69 1.80 1.47
20 H -0.26 2.71 -0.37

Calculated values
Multiplicity: 1
HOMO level in Eh: -0.34485
HOMO-LUMO gap in eV: 10.28
SMILES string: CO[C@@]1(O)CC1(C)C

Atomic partial charges in e from the Löwdin method, atoms 1 to 6: 0.022, -0.429, -0.537, -0.033, -0.027, -0.069

---

(2)
Computed, not measured: an isolated molecule of C2H2Cl3NS, with ωB97M-V with the def2-TZVPD basis set.

Geometry (Å):
1 C -0.31 -0.06 0.01
2 C 0.99 -0.32 0.24
3 N -0.85 -0.15 -1.25
4 S -1.36 0.50 1.32
5 Cl -0.22 1.93 2.20
6 Cl 1.79 -0.26 1.76
7 Cl 2.07 -0.60 -1.09
8 H -0.29 -0.70 -1.89
9 H -1.83 -0.34 -1.30

Calculated values
Multiplicity: 1
HOMO level in Eh: -0.31355
HOMO-LUMO gap in eV: 8.09
SMILES string: NC(SCl)=C(Cl)Cl

Atomic partial charges in e from the Löwdin method, atoms 1 to 6: -0.842, -1.178, 0.031, 0.517, 0.125, 0.585

---

(3)
Computed, not measured: a cluster of 13 separate species, C26H78O13S5 in total in a non-equilibrium geometry, with ωB97M-V with the def2-TZVPD basis set.

Geometry (Å):
1 C 3.37 1.67 -2.94
2 C 4.21 2.85 -2.80
3 O 4.97 3.22 -3.88
4 H 3.88 0.65 -3.18
5 H 2.61 1.52 -3.71
6 H 2.59 1.56 -2.01
7 H 4.74 2.69 -2.08
8 H 3.55 3.74 -2.74
9 H 5.05 4.16 -3.65
10 C -4.42 -3.51 0.66
11 C -3.51 -2.43 0.93
12 O -3.44 -2.34 2.45
13 H -3.81 -4.51 0.97
14 H -4.66 -3.45 -0.44
15 H -5.24 -3.65 1.24
16 H -3.79 -1.46 0.40
17 H -2.54 -2.99 0.73
18 H -3.07 -1.41 2.62
19 C 2.31 5.73 -0.92
20 C 2.21 4.62 -0.08
21 O 1.33 3.69 -0.80
22 H 2.70 6.41 -0.40
23 H 1.25 6.17 -1.34
24 H 3.00 5.73 -1.80
25 H 1.83 4.78 1.01
26 H 3.22 4.03 -0.11
27 H 1.65 2.88 -0.59
28 C 3.64 -2.59 -0.70
29 C 3.57 -3.38 -1.94
30 O 3.91 -2.67 -3.09
31 H 3.21 -3.39 0.02
32 H 3.14 -1.72 -0.68
33 H 4.51 -2.22 -0.51
34 H 2.59 -3.87 -2.33
35 H 4.42 -4.31 -1.96
36 H 4.63 -3.00 -3.58
37 C -0.11 -5.42 1.40
38 C -1.03 -5.71 2.58
39 O -0.26 -6.23 3.60
40 H -0.83 -5.16 0.63
41 H 0.44 -6.17 1.19
42 H 0.34 -4.41 1.47
43 H -1.77 -6.39 2.25
44 H -1.52 -4.86 2.80
45 H -0.77 -5.96 4.45
46 C 1.07 1.05 4.31
47 C 0.32 1.26 5.65
48 O 1.30 1.75 6.62
49 H 1.77 0.18 4.34
50 H 1.65 2.02 3.91
51 H 0.65 0.69 3.52
52 H -0.24 0.35 6.24
53 H -0.36 2.08 5.53
54 H 1.01 2.31 7.40
55 C 5.82 0.68 1.06
56 C 4.40 0.32 1.39
57 O 3.77 1.52 1.76
58 H 6.06 1.48 1.67
59 H 6.05 1.08 0.12
60 H 6.43 -0.33 1.03
61 H 4.20 -0.48 2.15
62 H 3.87 -0.07 0.46
63 H 2.74 1.43 1.41
64 C -0.91 -2.31 6.45
65 C -0.68 -3.01 5.04
66 O -0.31 -1.89 4.26
67 H -1.50 -1.52 6.47
68 H 0.00 -1.96 6.88
69 H -1.29 -2.95 7.20
70 H -1.50 -3.47 4.76
71 H 0.10 -3.65 4.73
72 H -0.97 -1.23 4.04
73 C -4.44 -0.02 4.26
74 S -2.95 0.90 3.66
75 O -2.06 -0.26 3.22
76 C -3.58 1.74 2.26
77 H -5.19 0.81 4.80
78 H -4.13 -0.51 5.29
79 H -4.83 -0.57 3.57
80 H -2.61 2.39 1.91
81 H -4.37 2.28 2.43
82 H -3.80 1.23 1.38
83 C 0.55 -1.22 -4.93
84 S 0.09 0.04 -6.09
85 O 1.13 0.06 -7.18
86 C -1.36 -0.76 -6.82
87 H -0.24 -1.28 -4.41
88 H 1.43 -1.02 -4.34
89 H 0.82 -2.02 -5.57
90 H -1.28 -1.72 -7.26
91 H -1.67 0.07 -7.72
92 H -2.19 -0.87 -6.18
93 C -1.98 4.02 -2.03
94 S -0.58 3.88 -3.18
95 O -1.17 2.91 -4.15
96 C -0.80 5.48 -3.81
97 H -1.62 4.76 -1.04
98 H -2.16 3.17 -1.57
99 H -2.79 4.51 -2.53
100 H -1.82 5.56 -4.23
101 H -0.08 5.61 -4.73
102 H -0.66 6.39 -3.14
103 C 0.19 -1.11 0.74
104 S -0.07 0.51 0.21
105 O 1.35 1.13 0.28
106 C -0.27 0.02 -1.53
107 H 1.04 -1.40 0.26
108 H -0.56 -1.88 0.64
109 H 0.24 -1.23 1.81
110 H -1.11 -0.63 -1.64
111 H 0.59 -0.40 -2.13
112 H -0.82 0.71 -2.21
113 C -3.69 -1.28 -2.79
114 S -4.32 0.18 -2.15
115 O -3.35 0.73 -1.13
116 C -4.06 1.19 -3.59
117 H -4.23 -1.43 -3.65
118 H -3.47 -1.90 -2.03
119 H -2.77 -1.30 -3.26
120 H -4.62 0.90 -4.41
121 H -3.07 1.29 -3.76
122 H -4.20 2.11 -3.13

Calculated values
Multiplicity: 1
HOMO level in Eh: -0.31639
HOMO-LUMO gap in eV: 8.59

Atomic partial charges in e from the Löwdin method, atoms 1 to 6: -0.069, -0.377, -0.031, 0.106, 0.053, 0.112

---

(4)
Computed, not measured: an isolated molecule of C19H23FN2O4S2, with ωB97M-V with the def2-TZVPD basis set.

Geometry (Å):
1 C -5.84 -1.27 2.47
2 H -5.36 -0.38 2.90
3 O -5.97 -1.15 1.07
4 C -4.85 -1.03 0.32
5 C -5.04 -0.94 -1.06
6 C -3.96 -0.82 -1.91
7 C -2.66 -0.79 -1.42
8 C -2.47 -0.88 -0.04
9 C -3.55 -1.00 0.82
10 H -3.35 -1.07 1.88
11 H -1.48 -0.85 0.38
12 C -1.50 -0.63 -2.37
13 N -0.26 -1.12 -1.82
14 C 0.76 -0.31 -1.52
15 O 0.80 0.87 -1.83
16 C 1.90 -0.96 -0.74
17 N 2.50 0.02 0.14
18 S 1.46 0.68 1.26
19 O 0.45 -0.31 1.50
20 O 2.25 1.11 2.38
21 C 0.68 2.13 0.55
22 C 1.45 3.15 0.02
23 C 0.88 4.29 -0.51
24 C -0.50 4.40 -0.51
25 C -1.29 3.39 0.03
26 C -0.69 2.25 0.56
27 H -1.28 1.45 0.97
28 H -2.36 3.47 0.02
29 H -0.97 5.28 -0.93
30 H 1.51 5.06 -0.93
31 F 2.79 3.01 0.00
32 H 3.03 0.74 -0.35
33 C 2.95 -1.57 -1.66
34 C 4.07 -2.24 -0.87
35 H 4.79 -2.71 -1.55
36 H 4.58 -1.52 -0.24
37 S 3.45 -3.56 0.23
38 C 3.53 -2.73 1.84
39 H 3.11 -3.43 2.56
40 H 2.95 -1.81 1.83
41 H 4.57 -2.53 2.09
42 H 3.38 -0.79 -2.30
43 H 2.47 -2.31 -2.30
44 H 1.49 -1.73 -0.09
45 H -0.26 -2.06 -1.46
46 H -1.72 -1.16 -3.31
47 H -1.34 0.43 -2.60
48 H -4.13 -0.75 -2.98
49 H -6.05 -0.96 -1.44
50 H -6.85 -1.36 2.85
51 H -5.27 -2.16 2.74

Calculated values
Multiplicity: 1
HOMO level in Eh: -0.31183
HOMO-LUMO gap in eV: 9.14
SMILES string: COc1ccc(CNC(=O)[C@@H](CCSC)NS(=O)(=O)c2ccccc2F)cc1

Atomic partial charges in e from the Löwdin method, atoms 1 to 6: -0.090, 0.095, -0.085, -0.278, -0.001, -0.039

---

(5)
Computed, not measured: a cluster of 2 separate species, C2H3IN in total in a non-equilibrium geometry, with ωB97M-V with the def2-TZVPD basis set.

Geometry (Å):
1 C -1.18 -0.47 -0.72
2 C 1.19 1.10 0.86
3 N 0.49 0.52 0.19
4 I -2.55 0.93 -1.10
5 H -0.41 -0.86 -1.23
6 H -1.40 -1.19 0.08
7 H 1.83 1.78 1.40

Calculated values
Charge: +1
Multiplicity: 1
HOMO level in Eh: -0.55742
HOMO-LUMO gap in eV: 8.84

Atomic partial charges in e from the Löwdin method, atoms 1 to 6: -0.481, 0.114, 0.100, 1.137, -0.023, 0.045

---

For each record above, in turn, the calculated energy above the lowest of the compared OMol25 structures with the same formula, charge and spin values are 173.4; 21.4; 183.2; 0.0; 162.9 kJ/mol.